# 1
The molecule C2H3F3OS in a non-equilibrium geometry. Source: the OMol25 dataset; level of theory: wB97M-V/def2-TZVPD.

ΔE to the lowest compared entry with this formula, charge and spin = 36.5 kJ/mol
SMILES = COSC(F)(F)F
E = -23156.182 eV
orbital gap = 0.3596 hartree

Geometry as ORCA input:
```
! wB97M-V def2-TZVPD RIJCOSX def2/J DEFGRID3
* xyz 0 1
C -1.54120 0.27515 -0.83736
C 1.51627 -0.23386 0.76228
O -0.83796 -0.70007 -0.06913
F 1.94740 -1.53263 0.77147
F 1.66718 0.17710 -0.45849
F 2.43389 0.48126 1.44454
S -0.13009 0.05692 1.44195
H -1.65137 1.20697 -0.34188
H -2.51917 -0.21868 -0.96305
H -0.88495 0.48786 -1.75032
*
```

# 2
The molecule C4H8OSi in a non-equilibrium geometry. Source: the OMol25 dataset; level of theory: wB97M-V/def2-TZVPD.

ΔE to the lowest compared entry with this formula, charge and spin = 362.3 kJ/mol
SMILES = C[C@H](O)C#C[SiH3]
E = -14198.887 eV
orbital gap = 0.3916 hartree

Geometry as ORCA input:
```
! wB97M-V def2-TZVPD RIJCOSX def2/J DEFGRID3
* xyz 0 1
C 0.14570 -0.09001 -0.61573
C 0.82211 -0.92019 -0.09193
C -0.70674 1.98573 0.53873
C -1.12060 1.17235 -0.68981
O -2.35115 0.65233 -0.51175
Si 1.88644 -2.39479 0.27712
H -1.28955 2.80384 0.75697
H -0.73334 1.22464 1.38561
H 0.38062 2.18879 0.38066
H -0.75921 1.63182 -1.70773
H -2.53407 -0.17291 -1.04983
H 0.96818 -3.37855 1.13039
H 2.96723 -1.91801 1.23288
H 2.32437 -2.78505 -1.03558
*
```

# 3
The molecule C4H5I in a non-equilibrium geometry. Source: the OMol25 dataset; level of theory: wB97M-V/def2-TZVPD.

ΔE to the lowest compared entry with this formula, charge and spin = 132.7 kJ/mol
SMILES = C#CCCI
E = -12326.694 eV
orbital gap = 0.3581 hartree

Geometry as ORCA input:
```
! wB97M-V def2-TZVPD RIJCOSX def2/J DEFGRID3
* xyz 0 1
C -1.97349 0.15335 -0.57648
C -1.02284 -0.43063 -0.12598
C 0.25631 -0.79612 0.48447
C 1.44290 0.52166 0.82374
I 3.33954 -0.04715 -0.08202
H -2.93341 0.55258 -0.76172
H 0.74748 -1.60078 -0.03832
H 0.06824 -1.18145 1.50342
H 1.61738 0.45348 1.87994
H 1.07539 1.58714 0.55810
*
```

# 4
A cluster of 13 separate species, H26O13 in total in a non-equilibrium geometry. Source: the OMol25 dataset; level of theory: wB97M-V/def2-TZVPD.

ΔE to the lowest compared entry with this formula, charge and spin = 279.4 kJ/mol
E = -27039.052 eV
orbital gap = 0.3191 hartree

Geometry as ORCA input:
```
! wB97M-V def2-TZVPD RIJCOSX def2/J DEFGRID3
* xyz 0 1
O 0.35649 -3.20126 -0.81155
H -0.32028 -3.01808 -1.42530
H 1.11538 -2.60920 -0.81876
O -1.17668 1.89254 2.18955
H -0.92542 2.28908 1.35459
H -2.10751 2.01066 2.10945
O -0.20188 -2.32681 1.96979
H -0.37242 -2.44494 1.02257
H -0.73091 -1.49643 2.09836
O -2.91035 0.84688 -0.81425
H -3.14282 1.39737 -0.08597
H -2.03290 0.60752 -0.73298
O 1.71469 1.31818 0.79199
H 1.92890 0.73180 1.48679
H 1.61573 2.20294 1.15794
O -3.17006 -1.66199 -1.72560
H -3.03867 -0.72109 -1.49441
H -4.11870 -1.67773 -1.88716
O 3.38501 1.37257 -1.35155
H 4.03533 2.05382 -1.05091
H 2.71988 1.22181 -0.65394
O -0.48428 -0.08215 0.01319
H -0.18707 -0.40508 -0.84880
H 0.17577 0.40695 0.45461
O 0.62381 2.12251 -2.31091
H 1.37135 2.67756 -2.29929
H 0.77054 1.39851 -1.74348
O 0.71316 0.63852 3.58923
H 1.48911 1.17820 3.71999
H 0.11450 1.08129 2.97644
O 2.39338 -1.34941 -0.69537
H 3.13723 -0.94779 -0.30304
H 2.83006 -1.68108 -1.46174
O -2.31580 -0.69449 2.08819
H -1.85195 -0.34797 1.35900
H -2.28780 -0.02094 2.78538
O 0.12812 -0.79415 -2.56576
H -0.27544 -1.33095 -3.24017
H 1.03251 -0.63714 -2.84611
*
```

# 5
The ion C6H7N2OSi with charge +1 in a non-equilibrium geometry. Source: the OMol25 dataset; level of theory: wB97M-V/def2-TZVPD.

ΔE to the lowest compared entry with this formula, charge and spin = 611.3 kJ/mol
E = -19225.852 eV
orbital gap (alpha / beta) = 0.2732 / 0.2734 hartree

Geometry as ORCA input:
```
! wB97M-V def2-TZVPD RIJCOSX def2/J DEFGRID3
* xyz 1 1
C -0.71988 -1.88653 -1.28294
C -0.89847 -0.92525 -0.15287
C 1.32003 0.38860 -0.24573
C 0.50397 0.75130 1.18570
C 0.88492 2.06869 1.25625
C -1.91439 -1.19181 0.89510
N 0.01416 0.00198 -0.04825
N 0.13177 -1.83312 -2.19694
O -2.48867 -2.26163 0.90940
Si 1.55685 2.37769 -0.45907
H -1.52832 -2.53713 -1.23490
H 0.36919 0.22229 2.07135
H 1.00081 2.48158 2.22439
H -2.03602 -0.50076 1.75444
H 0.24935 -2.57656 -3.02013
H 3.06486 2.44906 -0.39287
H 0.48983 2.97160 -1.26293
*
```

# 6
A structure of composition C18H38N3OOsPSSi in a non-equilibrium geometry. Source: the OMol25 dataset; level of theory: wB97M-V/def2-TZVPD.

expectation value of S² = 6.081
E = -56263.523 eV
orbital gap (alpha / beta) = 0.1708 / 0.1679 hartree

Geometry as ORCA input:
```
! wB97M-V def2-TZVPD RIJCOSX def2/J DEFGRID3
* xyz 0 5
Os -0.54650 -0.22736 -0.87575
Si -2.43055 0.95181 -0.18916
P -1.47840 -0.18729 -2.99884
N 0.42781 1.17357 -1.50832
H -1.02698 -2.13555 0.76583
C -0.36297 -1.15262 -4.07063
H -0.77426 -1.20383 -5.08588
H -0.24020 -2.16072 -3.65916
H 0.61478 -0.65573 -4.09383
C -3.13772 -0.91603 -3.20602
H -3.35321 -0.99697 -4.28226
H -3.89084 -0.27395 -2.73044
H -3.16992 -1.91233 -2.74680
C -1.62030 1.36731 -3.96956
H -2.14110 1.14970 -4.91188
H -0.62324 1.75873 -4.19707
H -2.17730 2.12721 -3.41460
C -3.87421 -0.04756 0.50053
H -3.54397 -0.66421 1.34500
H -4.33732 -0.68217 -0.26670
H -4.62431 0.67374 0.86187
H -1.97235 1.87112 0.90336
H -3.08957 1.83802 -1.20935
C 0.97487 2.35151 -1.76852
C 2.86973 3.66218 -2.56328
C 2.36075 2.45570 -2.11981
C 0.17398 3.54876 -1.75464
C 0.70637 4.74256 -2.20108
C 2.05208 4.80526 -2.59322
H 3.91235 3.71592 -2.88855
H 2.95122 1.53705 -2.04781
H -0.86100 3.44298 -1.41146
H 0.06343 5.62355 -2.24048
H 2.47280 5.75583 -2.92322
C -0.97172 -2.87563 -0.07322
O -0.61375 -2.15427 -1.22729
C 0.11648 -3.91839 0.21118
H -0.33968 -4.85647 0.55534
H 0.78864 -3.56436 1.00111
H 0.71464 -4.13765 -0.68754
C -2.35869 -3.49789 -0.28806
H -2.43641 -3.93524 -1.29057
H -3.15680 -2.76023 -0.15541
H -2.51771 -4.29757 0.44506
C 4.19214 0.76487 4.15487
C 2.79362 1.16327 3.72371
N 2.50173 0.64209 2.36660
C 1.54162 -0.21280 2.02561
S 1.52976 -0.76900 0.40564
N 0.69859 -0.67498 3.01161
C 1.24161 -1.59099 4.04580
C 0.44608 -1.44405 5.33252
H 4.32763 -0.32561 4.14023
H 4.37848 1.11518 5.17609
H 4.94644 1.20605 3.49164
H 2.01327 0.79288 4.39440
H 2.70206 2.25441 3.68723
H 3.06932 0.97718 1.59612
H -0.17480 -1.03902 2.63444
H 1.19051 -2.62207 3.65830
H 2.29842 -1.34514 4.20626
H -0.57610 -1.82300 5.24207
H 0.94319 -2.01188 6.12350
H 0.40749 -0.39587 5.64449
*
```

# 7
The molecule C16H14N2O2 in a non-equilibrium geometry. Source: the OMol25 dataset; level of theory: wB97M-V/def2-TZVPD.

ΔE to the lowest compared entry with this formula, charge and spin = 125.2 kJ/mol
SMILES = c1ccc(OCCOc2ncnc3ccccc23)cc1
E = -23894.267 eV
orbital gap = 0.3243 hartree

Geometry as ORCA input:
```
! wB97M-V def2-TZVPD RIJCOSX def2/J DEFGRID3
* xyz 0 1
C 4.32760 -0.75046 1.00280
C 4.06456 0.21733 0.05221
C 3.07275 0.02821 -0.89683
C 2.32487 -1.14342 -0.89000
C 2.59960 -2.12366 0.06365
C 3.59294 -1.92643 0.99952
H 3.79309 -2.69069 1.73587
H 2.01275 -3.02793 0.04661
O 1.33590 -1.44310 -1.77897
C 0.69924 -0.41193 -2.49462
C -0.79823 -0.74419 -2.60886
H -0.93989 -1.78685 -2.30933
H -1.16176 -0.58428 -3.62475
O -1.60173 0.10685 -1.80586
C -1.57208 -0.08550 -0.48314
N -0.86981 -1.06488 0.02788
C -0.87153 -1.19439 1.36210
N -1.49581 -0.45245 2.22227
C -2.24372 0.56475 1.72937
C -2.95427 1.40221 2.60913
C -3.71026 2.43003 2.11244
C -3.78982 2.66594 0.73215
C -3.11003 1.86837 -0.14985
C -2.32834 0.80815 0.33494
H -3.16013 2.03305 -1.21532
H -4.39361 3.48422 0.36872
H -4.25642 3.07275 2.78754
H -2.88256 1.20557 3.66691
H -0.27433 -2.01122 1.74610
H 0.80122 0.55213 -1.98345
H 1.14554 -0.32963 -3.49481
H 2.90460 0.79203 -1.64154
H 4.63826 1.13273 0.03843
H 5.10143 -0.59329 1.73871
*
```

# 8
A cluster of 2 separate species, C4H13NO2 in total in a non-equilibrium geometry. Source: the OMol25 dataset; level of theory: wB97M-V/def2-TZVPD.

ΔE to the lowest compared entry with this formula, charge and spin = 100.0 kJ/mol
SMILES = CCNCCO.O
E = -9943.160 eV
orbital gap = 0.3612 hartree

Geometry as ORCA input:
```
! wB97M-V def2-TZVPD RIJCOSX def2/J DEFGRID3
* xyz 0 1
C 1.94874 -0.38898 1.92444
C 1.92283 -0.48227 0.39127
N 0.68241 0.00703 -0.18060
C -0.45461 -0.87274 0.10980
C -1.74406 -0.06884 0.12248
O -2.81431 -0.89463 -0.32972
H 2.95651 -0.15283 2.25145
H 1.31639 0.43736 2.23365
H 1.64395 -1.32356 2.38606
H 2.78368 0.05500 -0.02102
H 2.11431 -1.53503 0.11896
H 0.83506 0.02512 -1.18213
H -0.55029 -1.64599 -0.65411
H -0.31266 -1.36200 1.06715
H -1.66065 0.85915 -0.44216
H -1.96427 0.21892 1.15692
H -3.50748 -0.31539 -0.67498
H -1.22669 1.98115 -3.34672
H -0.68480 2.66610 -2.09441
O -1.28408 2.79241 -2.83632
*
```

# 9
The molecule C12H11NO3 in a non-equilibrium geometry. Source: the OMol25 dataset; level of theory: wB97M-V/def2-TZVPD.

ΔE to the lowest compared entry with this formula, charge and spin = 153.6 kJ/mol
SMILES = CNCC1=C(c2ccccc2)C(=O)OC1=O
E = -20248.944 eV
orbital gap = 0.2869 hartree

Geometry as ORCA input:
```
! wB97M-V def2-TZVPD RIJCOSX def2/J DEFGRID3
* xyz 0 1
C 2.11966 -1.85935 0.35224
N 1.59471 -0.99690 -0.77971
C 2.22330 0.35513 -0.73509
C 1.34724 1.48106 -0.02137
C -0.00906 1.53227 0.39433
C -1.05996 0.35664 0.22545
C -1.00588 -0.99878 0.98666
C -2.10291 -2.08087 0.66760
C -3.22765 -1.83782 -0.40576
C -3.28892 -0.47565 -1.14233
C -2.20455 0.58714 -0.81820
C -0.38948 2.96837 1.03075
O -1.44134 3.36230 1.55513
O 0.80947 3.70894 0.78302
C 1.92714 2.92252 0.33563
O 3.11450 3.31003 0.21237
H 2.17273 -1.22054 1.31054
H 1.30079 -2.65716 0.53705
H 3.13906 -2.31953 0.12165
H 1.96159 -1.46902 -1.63241
H 2.47521 0.66364 -1.81477
H 3.20351 0.26237 -0.12446
H -0.18705 -1.21275 1.75722
H -2.12409 -3.11066 1.17255
H -4.01609 -2.63231 -0.65839
H -4.08407 -0.23187 -1.93169
H -2.24788 1.59277 -1.37799
*
```